Molecular formula: C62H61N15O16
Method: DFT, the ωB97M-V functional and the def2-TZVPD basis

ΔE to the lowest compared entry with this formula, charge and spin: 15.8 kcal per mole
Largest force on an atom: 5.29 eV/A
2S+1: 1

Geometry as XYZ:
```
154
Properties=species:S:1:pos:R:3:forces:R:3
C -5.3292 10.8283 -1.4798 0.36 0.37 0.07
C -4.7134 9.6763 -2.1136 -2.38 3.87 2.06
N -4.2670 8.7446 -2.5201 2.19 -4.33 -2.10
H -5.7029 10.5607 -0.4914 -0.06 -0.05 -0.13
H -6.1251 11.2523 -2.0921 0.07 -0.09 0.06
H -4.5377 11.5660 -1.3479 -0.18 0.21 0.04
C -8.0238 5.1980 0.9557 0.16 0.22 0.43
C -6.8255 5.6504 1.6701 -0.02 -0.32 0.75
N -5.9140 5.9882 2.2859 -0.27 -0.05 -0.37
H -8.8245 4.8617 1.6145 0.27 0.14 0.41
H -7.7685 4.3236 0.3571 -0.07 0.47 -0.53
H -8.4009 6.0922 0.4594 -0.07 -0.47 -0.69
C 8.6492 -0.8388 -1.5760 -0.27 0.11 0.05
C 9.1241 -0.7752 -2.9731 0.87 0.19 -1.44
N 9.5468 -0.7706 -4.0618 -0.98 0.01 2.29
H 8.7929 0.0570 -0.9719 0.50 0.27 -0.51
H 9.1523 -1.6469 -1.0449 -0.17 -0.12 -0.18
H 7.5662 -0.9567 -1.5388 0.04 -0.45 -0.22
C 7.6849 4.8466 3.6786 -0.04 0.68 -0.87
C 7.3511 4.8723 2.2012 0.03 -0.60 -1.02
N 7.0990 4.8449 1.0585 0.57 0.17 2.72
H 8.5887 5.4183 3.8893 0.00 0.20 -0.40
H 7.8979 3.8691 4.1112 -0.50 -0.17 -0.48
H 6.8812 5.3576 4.2087 -0.06 -0.28 0.06
C -3.9629 2.4755 7.4539 0.16 -0.09 -0.43
C -3.9820 3.5865 8.3741 0.17 -0.43 -0.32
N -3.9114 4.4464 9.1166 -0.08 0.91 0.75
H -2.9454 2.3608 7.0804 0.02 -0.17 0.12
H -4.5766 2.7052 6.5829 -0.21 -0.22 0.15
H -4.2785 1.5721 7.9757 -0.06 0.00 -0.28
C 7.6194 -3.8615 6.3800 0.16 -0.57 -0.43
C 7.9752 -2.9568 7.4496 -0.30 -0.27 0.03
N 8.2161 -2.2665 8.3278 0.22 0.42 0.38
H 6.5826 -3.7326 6.0695 0.15 0.21 -0.09
H 7.7305 -4.9013 6.6877 0.01 0.06 0.25
H 8.3159 -3.7316 5.5517 -0.25 0.16 -0.15
C 2.5615 -7.6488 -7.9720 -0.20 0.58 0.39
C 1.9684 -8.9158 -7.5516 -1.33 -2.86 0.25
N 1.5191 -9.9668 -7.2751 1.28 3.02 -0.65
H 2.9946 -7.1731 -7.0922 0.55 -0.19 -0.12
H 1.8382 -6.8964 -8.2864 -0.42 -0.43 -0.18
H 3.2647 -7.7756 -8.7951 0.13 -0.12 0.32
C -11.3772 5.7276 -4.3170 0.42 -0.55 0.21
C -10.2670 6.1652 -5.0037 -0.07 1.00 -0.15
C -9.2515 5.3395 -5.4704 -0.73 -1.44 1.56
C -9.4563 3.9749 -5.1331 -0.11 0.05 -0.93
C -10.5803 3.4806 -4.4460 0.95 0.07 -0.43
C -11.5043 4.3770 -4.0112 -1.23 1.23 0.35
N -8.5544 2.9296 -5.6868 0.12 -1.45 0.56
O -8.8091 1.7604 -5.4611 -1.12 -0.15 0.66
O -7.5809 3.1949 -6.3263 0.97 2.01 -0.81
H -12.0603 6.4909 -3.9748 -0.31 -0.25 0.05
H -10.2813 7.2396 -5.1124 0.70 0.13 -0.43
H -8.3254 5.7404 -5.8550 -0.10 -0.32 -0.41
H -10.7576 2.4359 -4.2374 0.51 -0.06 -0.25
H -12.3741 4.0709 -3.4488 -0.01 -0.28 0.03
C 3.5674 -8.7386 8.0533 0.84 -0.86 -0.08
C 3.0539 -8.2823 6.8463 0.54 -0.18 1.57
C 2.4675 -7.0454 6.9010 -0.68 1.33 -0.97
C 2.2928 -6.3336 8.0964 0.41 -0.05 -0.06
C 2.8014 -6.8292 9.2870 0.11 0.52 -0.60
C 3.5420 -8.0068 9.2142 -0.72 0.42 0.66
N 1.6474 -4.9536 8.0714 -0.33 -1.34 -1.07
O 0.6188 -4.8416 8.7245 1.09 0.43 -0.27
O 2.1282 -4.1434 7.2866 -0.52 -0.50 1.07
H 4.0926 -9.6820 8.0784 0.09 -0.13 -0.07
H 3.2587 -8.8873 5.9754 -0.45 0.36 -0.31
H 2.1790 -6.5999 5.9605 -0.30 0.29 0.04
H 2.7099 -6.2536 10.1962 0.01 -0.04 0.09
H 4.0633 -8.3331 10.1019 -0.07 -0.25 0.01
C 0.7706 11.7278 3.4185 -0.01 1.11 -0.86
C 0.8823 13.1007 3.1541 -0.19 -1.00 -0.35
C 1.0937 13.5323 1.8290 0.39 0.48 1.01
C 1.3390 12.6120 0.8255 0.35 0.62 0.19
C 1.2237 11.2648 1.0939 0.51 -0.28 -1.31
C 0.9179 10.8539 2.3552 -0.56 -0.82 1.39
N 1.8638 13.1032 -0.4968 -0.38 0.17 -1.17
O 2.1194 14.3059 -0.6314 -0.36 -1.71 0.55
O 1.9740 12.2726 -1.4059 -0.06 0.96 1.42
H 0.5200 11.3564 4.4012 0.16 0.05 0.08
H 0.8050 13.7403 4.0209 -0.11 0.58 -0.38
H 1.1511 14.5889 1.6127 0.11 0.02 -0.06
H 1.4195 10.5339 0.3233 -0.05 0.06 -0.14
H 0.7593 9.8132 2.5966 0.20 -0.24 -0.39
C 6.1137 -12.8438 -0.1174 -0.51 1.30 0.54
C 6.8555 -12.1104 0.8225 0.48 0.56 -0.51
C 6.9052 -10.7175 0.7611 -0.60 0.97 0.26
C 6.0504 -9.9814 -0.0872 0.39 -1.38 -0.41
C 5.2067 -10.6928 -0.8987 -0.31 -1.22 -0.78
C 5.2228 -12.1228 -0.9018 0.61 0.90 -0.38
N 6.1415 -8.5184 -0.2591 1.49 2.87 2.19
O 5.8029 -7.9057 -1.2469 -0.69 -1.68 -0.76
O 6.6333 -7.8567 0.6890 -0.50 -2.03 -0.59
H 6.2108 -13.9138 -0.2272 -0.10 -0.04 0.20
H 7.4900 -12.5962 1.5490 0.13 -0.12 -0.10
H 7.5654 -10.1143 1.3666 0.14 -0.29 0.30
H 4.6310 -10.1636 -1.6436 -0.28 -0.01 0.07
H 4.6522 -12.6648 -1.6415 -0.26 0.19 -0.03
C -2.5809 -2.7428 -14.4912 0.06 0.99 1.05
C -2.8101 -2.3605 -13.1685 -1.11 -0.47 -0.18
C -1.7992 -2.1245 -12.2877 2.07 0.26 1.18
C -0.4550 -2.1720 -12.7011 -1.20 0.26 -0.88
C -0.2270 -2.4654 -14.0295 1.38 0.05 0.54
C -1.2652 -2.7334 -14.8857 -0.21 -0.31 -1.34
N 0.6344 -1.7730 -11.7863 0.11 -0.81 1.76
O 0.3174 -1.0799 -10.8185 0.12 -0.29 -1.17
O 1.7491 -2.2691 -11.9144 -0.91 0.53 -0.69
H -3.4271 -2.8912 -15.1457 0.19 -0.15 -0.20
H -3.8214 -2.2418 -12.8085 -0.13 -0.18 0.03
H -1.9254 -1.9317 -11.2326 -0.54 0.27 -0.03
H 0.7840 -2.4917 -14.4086 0.11 0.11 0.01
H -1.0247 -2.8699 -15.9296 0.05 -0.27 -0.08
C 4.1922 4.6655 10.3639 -0.84 -0.66 -0.55
C 2.9681 5.3501 10.3937 0.70 -0.63 0.14
C 2.7257 6.2953 11.3871 2.08 1.64 -0.31
C 3.8576 6.6783 12.1615 1.42 -1.05 -0.10
C 5.1224 6.0028 12.0395 -1.66 1.02 1.61
C 5.2243 4.9043 11.2170 0.11 0.63 0.16
N 3.8155 7.8593 13.1295 0.17 0.71 0.63
O 4.6550 8.0344 14.0122 0.09 -1.48 -1.16
O 2.9248 8.6687 12.9952 -0.80 -0.42 -0.87
H 4.4448 3.8695 9.6790 -0.83 -0.06 -0.50
H 2.2726 5.0978 9.6070 -0.41 0.20 0.24
H 1.9217 7.0136 11.3232 -0.51 -0.42 0.36
H 5.9212 6.3154 12.6957 0.05 0.07 0.01
H 6.0650 4.2319 11.1299 0.41 0.43 0.33
C -9.2037 -8.6911 -5.5244 -0.83 0.01 -0.82
C -8.4131 -9.1152 -4.5080 0.60 -0.41 0.10
C -7.1102 -8.7017 -4.4974 1.85 0.98 0.51
C -6.6012 -7.7920 -5.4364 -1.72 0.02 -1.92
C -7.3990 -7.3860 -6.5692 -0.88 -1.39 2.00
C -8.7319 -7.8900 -6.5648 1.03 -0.01 0.08
N -5.2104 -7.3167 -5.3970 0.63 0.85 -0.32
O -4.8016 -6.5773 -6.2801 -0.88 -0.22 -0.37
O -4.5032 -7.6246 -4.4747 -0.06 -0.87 1.10
H -10.2041 -9.0978 -5.5095 -0.27 0.25 -0.50
H -8.7558 -9.8749 -3.8211 -0.04 0.21 0.25
H -6.4678 -9.0422 -3.6988 0.28 0.05 -0.06
H -7.0235 -6.7507 -7.3577 0.12 -0.09 0.12
H -9.4065 -7.8095 -7.4043 0.17 0.64 -0.17
C -0.5724 0.1649 -2.2658 1.05 -0.08 0.18
C -0.8658 1.3657 -1.6618 0.36 0.57 0.29
C -0.1848 1.7708 -0.5132 -0.09 1.12 0.40
C 0.7667 0.9911 0.0889 0.36 -2.95 -0.86
C 1.0202 -0.2818 -0.4738 0.03 -0.18 -1.37
C 0.4274 -0.6547 -1.7077 -1.36 0.83 1.20
N 1.5392 1.3502 1.3034 0.28 0.40 -0.89
O 1.2720 2.4110 1.8005 -0.55 0.86 0.57
O 2.4568 0.6452 1.6684 -0.30 -0.52 -0.18
H -1.0132 -0.1064 -3.2138 -0.22 -0.07 0.05
H -1.5451 2.0806 -2.1022 -0.19 -0.13 -0.04
H -0.3477 2.7553 -0.1003 -0.22 0.08 0.02
H 1.7311 -0.9781 -0.0541 0.06 0.23 0.33
H 0.4924 -1.6242 -2.1791 0.80 -0.15 0.30
```
Forces are in eV/Å.

Atom charges from the Mulliken analysis, given in e for atoms 1 to 5:
1. C -0.71
2. C 0.25
3. N -0.30
4. H 0.25
5. H 0.26



Molecular formula: C62H67N6O
Method: DFT, the ωB97M-V functional and the def2-TZVPD basis

ΔE to the lowest compared entry with this formula, charge and spin: 26.9 kcal per mole
Charge: +1
Largest force on an atom: 4.63 eV/A
2S+1: 1

Geometry as XYZ:
```
136
Properties=species:S:1:pos:R:3:forces:R:3
C -7.3016 -1.8932 4.3950 0.12 -0.32 0.03
N -6.9900 -0.6557 3.7112 0.43 0.15 -0.30
C -8.1426 0.0806 3.2266 -0.14 0.10 -0.22
C -5.7136 -0.4232 3.2839 -0.05 0.29 0.25
C -5.3506 0.7309 2.5278 0.20 0.07 -0.05
C -4.0185 0.9989 2.2502 0.07 -0.39 0.08
C -2.9668 0.1281 2.6659 -0.11 -0.16 -0.24
C -1.5894 0.4038 2.3293 -0.18 0.24 1.14
C -0.4995 -0.3766 2.7050 0.13 -0.10 -0.14
C 0.8387 0.0701 2.8909 0.02 -0.15 -0.25
C 1.9222 -0.9102 3.0384 -0.07 -0.10 0.03
C 1.7618 -2.2440 2.5841 -0.17 -0.25 0.39
C 2.6523 -3.2536 2.9262 -0.09 0.39 -0.04
C 3.9102 -2.9273 3.4886 -0.28 0.14 -0.26
N 4.8599 -3.8961 3.7340 -0.09 0.16 0.50
C 6.2016 -3.7233 3.2274 0.09 0.14 -0.12
C 4.4682 -5.2367 4.1239 -0.35 0.03 -0.28
C 4.1669 -1.5642 3.7847 -0.29 0.00 -0.03
C 3.1534 -0.6257 3.6886 0.17 -0.04 -0.26
C 1.1067 1.4970 3.0319 0.26 0.17 -0.10
C 0.1270 2.4042 3.5170 0.00 0.14 -0.38
C 0.3747 3.7640 3.5776 0.30 -0.01 0.20
C 1.7120 4.2336 3.5084 -0.07 -0.15 -0.16
N 2.0303 5.5203 3.9044 -0.07 0.03 0.37
C 3.3291 5.8033 4.4943 0.08 -0.35 -0.34
C 1.3661 6.6357 3.2666 -0.09 -0.01 -0.20
C 2.7091 3.3411 3.0590 -0.23 -0.13 0.04
C 2.3755 2.0460 2.7021 0.05 -0.09 0.50
C -3.3413 -1.0296 3.3994 -0.49 0.20 -0.24
C -4.6683 -1.3045 3.6771 0.57 -0.14 0.03
H -6.6748 -2.0146 5.2862 -0.24 0.03 -0.09
H -8.3535 -1.8662 4.6888 0.28 -0.12 0.01
H -7.1297 -2.7558 3.7344 -0.15 0.05 0.18
H -7.9232 1.1469 3.1050 -0.08 -0.28 0.12
H -8.4997 -0.3205 2.2620 0.08 0.16 0.22
H -8.9458 -0.0406 3.9655 0.22 0.23 -0.29
H -6.1276 1.4163 2.1778 0.41 -0.24 0.14
H -3.7525 1.9019 1.6936 -0.16 -0.31 0.13
H -1.4196 1.3704 1.8550 0.06 -0.22 0.06
H -0.6758 -1.4386 2.8824 -0.02 0.44 0.19
H 0.9228 -2.4833 1.9328 0.14 -0.02 0.21
H 2.4134 -4.2947 2.6973 0.15 0.42 -0.15
H 6.4671 -2.6618 3.2472 0.12 -0.29 0.01
H 6.8985 -4.2975 3.8456 -0.01 0.22 -0.13
H 6.2776 -4.0705 2.1822 0.07 0.04 0.21
H 3.7413 -5.1954 4.9493 0.22 0.00 -0.26
H 4.0105 -5.7935 3.2918 0.17 -0.12 0.15
H 5.3611 -5.7696 4.4684 -0.26 0.08 -0.09
H 5.1482 -1.2781 4.1621 -0.38 -0.06 0.16
H 3.3151 0.3570 4.1231 0.02 -0.22 -0.08
H -0.8381 2.0344 3.8745 0.39 0.14 -0.20
H -0.4296 4.4640 3.8039 0.25 -0.27 0.28
H 3.4958 5.1672 5.3764 -0.05 0.18 -0.27
H 4.1502 5.6300 3.7809 0.02 0.25 0.20
H 3.3319 6.8530 4.8026 0.12 -0.27 -0.02
H 0.2974 6.4266 3.1704 0.13 0.21 0.01
H 1.5221 7.5343 3.8679 -0.22 -0.10 -0.08
H 1.7763 6.8204 2.2593 -0.12 0.03 0.13
H 3.7407 3.6854 2.9822 -0.34 -0.10 -0.21
H 3.1307 1.4280 2.2132 -0.32 0.13 0.17
H -2.5687 -1.7217 3.7359 -0.30 0.15 -0.06
H -4.9061 -2.2183 4.2183 0.12 0.32 -0.15
C -4.5648 2.9515 -1.1176 -0.29 0.19 0.04
C -3.2394 2.4759 -1.6400 0.07 0.02 -0.06
C -2.1369 2.3767 -0.7875 0.24 -0.24 -0.39
C -0.9536 1.7588 -1.2072 -0.38 0.31 0.22
C 0.2123 1.6578 -0.2628 0.23 0.06 0.22
C -0.8953 1.2941 -2.5227 -0.57 0.24 0.18
N 0.2300 0.5196 -2.9214 1.19 -0.83 -0.80
C 0.5783 -0.7449 -2.4979 1.07 1.21 0.41
C 0.0752 -1.4236 -1.2921 -3.97 -1.34 1.95
C -1.3587 -1.5396 -1.0015 3.48 0.37 -2.00
C -1.7786 -2.0732 0.3101 -0.35 -0.16 0.58
C -2.3425 -1.4516 -2.0521 -1.11 0.23 -0.21
C -2.0747 -1.7751 -3.4011 -0.20 -0.10 0.25
C -3.0922 -1.8265 -4.3495 -0.03 0.45 0.08
C -4.3901 -1.4470 -4.0048 -0.02 0.09 -0.11
C -4.6830 -1.1042 -2.6806 0.13 0.07 0.10
C -3.6900 -1.1306 -1.7106 0.43 -0.15 -0.29
O 0.9337 -1.8619 -0.4858 1.16 0.34 -0.04
N 1.7653 -1.0173 -3.0739 -1.33 1.00 -0.93
C 2.6904 -2.0892 -2.9058 0.65 -0.91 -0.07
C 2.2894 -3.4304 -3.0473 0.36 0.39 0.19
C 0.8927 -3.8126 -3.4034 -0.42 -0.39 0.03
C 3.2476 -4.4307 -2.8742 -0.03 0.41 -0.12
C 4.5882 -4.1214 -2.6550 -0.27 0.17 0.18
C 5.5912 -5.2302 -2.5482 0.25 -0.17 0.09
C 4.9575 -2.7799 -2.5344 -0.13 -0.25 -0.19
C 4.0329 -1.7456 -2.6788 -0.40 -0.51 0.30
C 4.4924 -0.3353 -2.5175 0.53 0.42 0.06
N 2.0896 -0.0378 -3.9940 -0.45 0.25 0.41
C 1.1893 0.9007 -3.8553 -0.02 -1.00 0.97
C 1.2038 2.1656 -4.5648 0.34 0.97 -0.96
C 1.6916 2.1135 -5.8896 -0.46 0.12 0.43
C 1.5952 3.2394 -6.6992 0.02 0.15 0.15
C 1.0804 4.4356 -6.1827 0.12 -0.14 0.20
C 0.7351 4.5283 -4.8286 0.06 -0.19 -0.12
C 0.7800 3.3989 -4.0154 0.15 -0.76 -0.21
C -1.8971 1.5714 -3.4546 -0.42 -0.29 0.30
C -1.7845 1.2453 -4.9102 -0.17 -0.18 -0.43
C -3.0919 2.1166 -2.9762 0.28 0.06 0.13
H -5.2866 3.0768 -1.9329 0.15 0.01 0.18
H -4.9940 2.2274 -0.4099 0.14 0.09 -0.17
H -4.4762 3.9101 -0.5891 0.01 -0.18 -0.11
H -2.1983 2.7879 0.2205 0.03 -0.11 -0.16
H 1.1737 1.6384 -0.7928 -0.19 -0.05 0.10
H 0.2284 2.5335 0.4073 -0.03 -0.27 -0.21
H 0.1612 0.7549 0.3645 0.07 0.19 -0.37
H -2.4795 -2.9186 0.2048 0.25 0.12 -0.02
H -0.9161 -2.3817 0.9137 -0.24 0.02 -0.33
H -2.3256 -1.3029 0.8673 0.06 -0.35 -0.07
H -1.0578 -2.0448 -3.6862 -0.44 -0.12 0.06
H -2.8600 -2.1415 -5.3687 -0.09 0.16 0.24
H -5.1636 -1.3825 -4.7705 0.14 -0.22 0.23
H -5.6941 -0.8048 -2.3942 0.25 -0.12 -0.17
H -3.9265 -0.8808 -0.6700 0.05 -0.08 -0.41
H 0.8731 -4.8762 -3.6766 -0.08 0.31 0.05
H 0.2006 -3.6715 -2.5615 0.12 0.03 -0.18
H 0.5155 -3.2442 -4.2619 0.11 -0.07 0.14
H 2.9327 -5.4743 -2.9371 0.11 0.27 -0.09
H 6.6058 -4.8390 -2.4730 -0.01 -0.02 -0.01
H 5.4087 -5.8537 -1.6661 -0.02 0.09 -0.09
H 5.5498 -5.8887 -3.4220 -0.02 0.11 0.10
H 5.9993 -2.5292 -2.3237 -0.26 -0.05 -0.14
H 5.5890 -0.3344 -2.4821 -0.26 0.13 0.06
H 4.1725 0.2937 -3.3510 0.19 -0.09 0.24
H 4.1228 0.1123 -1.5836 -0.02 -0.12 -0.18
H 2.0850 1.1627 -6.2619 -0.19 0.42 0.05
H 1.9301 3.1794 -7.7336 -0.13 0.08 0.22
H 0.9631 5.3063 -6.8279 0.13 -0.22 0.17
H 0.4277 5.4804 -4.3957 -0.01 -0.25 -0.21
H 0.4724 3.4458 -2.9676 0.10 0.08 -0.40
H -2.7889 1.0701 -5.3153 0.28 -0.03 0.05
H -1.3366 2.0694 -5.4843 -0.06 -0.13 0.23
H -1.1898 0.3439 -5.0899 -0.10 0.16 0.00
H -3.9259 2.2259 -3.6701 0.18 0.04 0.19
```
Forces are in eV/Å.

Atom charges from the Mulliken analysis, given in e for atoms 1 to 5:
1. C -1.07
2. N 0.04
3. C -1.01
4. C 1.66
5. C -1.01



Calculated values (eV) of orbital gap for the records, taken in order: 9.12 3.92.
Calculated values (eV) of E_LUMO for the records, taken in order: -0.7364 -3.9399.